# 1
H18O9 | ωB97M-V with the def2-TZVPD basis set

Output
SMILES string	O.O.O.O.O.O.O.O.O
E	-687.86286	a.u.
total charge	0
HOMO-LUMO gap	0.368	Ha
HOMO	-0.370	Eh
2S+1	1

CARTESIAN COORDINATES (ANGSTROEM)
O (0.01163, 0.79705, -0.42114)
H (0.35984, 1.14395, 0.40796)
H (0.44493, -0.05847, -0.51778)
O (1.94219, -1.09460, -1.18678)
H (1.69865, -1.23356, -0.26463)
H (2.59389, -1.78240, -1.36343)
O (-2.07464, 4.17812, 2.16018)
H (-2.79988, 4.02878, 1.54315)
H (-1.42300, 3.50887, 1.92256)
O (0.94481, -2.80334, -0.14853)
H (0.55549, -3.63514, -0.44099)
H (0.37648, -2.12891, -0.53730)
O (-0.13096, -2.84497, -2.64190)
H (-0.87747, -3.44165, -2.76718)
H (0.58235, -3.25279, -3.14574)
O (-1.49288, 0.64204, 5.03241)
H (-1.07290, 0.86631, 4.19437)
H (-2.41379, 0.48146, 4.79764)
O (-4.07862, -1.57943, -0.35130)
H (-3.31302, -1.78438, 0.19720)
H (-4.41303, -2.44278, -0.61922)
O (1.08761, 3.86367, -1.39506)
H (0.16667, 3.81133, -1.11553)
H (1.11733, 3.34012, -2.20376)
O (3.77171, 0.44101, -0.63630)
H (3.76248, 0.24604, 0.30757)
H (4.67414, 0.73368, -0.80649)

Here are the Mulliken charges for atoms 1 to 5, given in e: number 1, O, carries -0.608; number 2, H, carries 0.294; number 3, H, carries 0.278; number 4, O, carries -0.684; number 5, H, carries 0.358

# 2
H18O9 | ωB97M-V with the def2-TZVPD basis set

Output
SMILES string	O.O.O.O.O.O.O.O.O
E	-687.92391	a.u.
total charge	0
HOMO-LUMO gap	0.390	Ha
HOMO	-0.396	Eh
2S+1	1

CARTESIAN COORDINATES (ANGSTROEM)
O (0.23294, -0.04674, -2.94775)
H (-0.06506, 0.40865, -2.15447)
H (-0.16026, 0.47694, -3.65209)
O (-0.42140, 2.75554, 1.88927)
H (0.37963, 2.48453, 1.42794)
H (-0.30600, 2.31369, 2.74297)
O (-0.59229, 0.18855, 3.26623)
H (-1.35582, -0.16974, 2.80368)
H (-0.38337, -0.47453, 3.93004)
O (3.84126, 0.06784, 0.52712)
H (4.06459, 0.89580, 0.09538)
H (2.90461, -0.09458, 0.37582)
O (-0.22141, 2.95249, -1.01972)
H (-0.40622, 2.34954, -0.29909)
H (-0.53549, 3.80696, -0.71051)
O (1.14704, -2.64219, 1.46870)
H (0.34870, -2.69266, 2.00207)
H (0.82411, -2.23201, 0.65608)
O (-2.38339, 0.72701, 0.36898)
H (-3.21087, 0.72982, 0.86321)
H (-1.81703, 1.37551, 0.81834)
O (-1.04421, -2.20928, 0.01783)
H (-1.31687, -1.29544, -0.09147)
H (-1.56083, -2.75030, -0.58357)
O (0.55924, -2.56829, -4.03859)
H (0.32396, -1.74721, -4.45317)
H (1.15443, -2.60988, -3.30325)

Here are the Mulliken charges for atoms 1 to 5, given in e: number 1, O, carries -0.578; number 2, H, carries 0.265; number 3, H, carries 0.307; number 4, O, carries -0.671; number 5, H, carries 0.358

# 3
H18O9 | ωB97M-V with the def2-TZVPD basis set

Output
SMILES string	O.O.O.O.O.O.O.O.O
E	-687.90711	a.u.
total charge	0
HOMO-LUMO gap	0.386	Ha
HOMO	-0.395	Eh
2S+1	1

CARTESIAN COORDINATES (ANGSTROEM)
O (0.63359, -3.09919, 0.50926)
H (0.33459, -4.01519, 1.11526)
H (0.83159, -2.57419, 1.32926)
O (0.28559, 0.77781, 0.10226)
H (0.22359, 0.34681, -0.75874)
H (0.77659, 0.22781, 0.62526)
O (-1.41341, 2.39881, -1.77474)
H (-1.59341, 3.38781, -1.86074)
H (-0.50741, 2.53281, -1.90374)
O (1.78559, 2.79581, 1.66726)
H (2.73559, 2.98581, 1.66026)
H (1.42459, 2.46381, 0.86326)
O (2.12459, -1.20019, 1.96526)
H (2.55059, -1.60519, 1.28026)
H (2.55359, -1.44319, 2.77426)
O (-1.14541, -2.17819, -1.66674)
H (-0.61841, -2.51719, -0.83474)
H (-1.75041, -1.51219, -1.23374)
O (-2.82741, 0.15281, -0.70374)
H (-2.19141, 0.73881, -1.06174)
H (-2.76241, 0.20081, 0.31826)
O (-1.72941, 1.77081, 1.62126)
H (-0.89241, 1.49781, 1.23826)
H (-1.94941, 1.15881, 2.32226)
O (1.06459, -0.63119, -2.60374)
H (0.26759, -1.30119, -2.44074)
H (1.78859, -1.36019, -2.54874)

Here are the Mulliken charges for atoms 1 to 5, given in e: number 1, O, carries -0.725; number 2, H, carries 0.369; number 3, H, carries 0.351; number 4, O, carries -0.516; number 5, H, carries 0.184

# 4
H18O9 | ωB97M-V with the def2-TZVPD basis set

Output
SMILES string	O.O.O.O.O.O.O.O.O
E	-687.92932	a.u.
total charge	0
HOMO-LUMO gap	0.378	Ha
HOMO	-0.399	Eh
2S+1	1

CARTESIAN COORDINATES (ANGSTROEM)
O (2.59547, -2.05470, -3.38544)
H (3.52830, -1.98906, -3.11799)
H (2.04052, -1.96582, -2.55708)
O (-1.33385, 1.69193, -2.57137)
H (-1.04615, 1.04489, -1.96870)
H (-1.76546, 2.37693, -2.10826)
O (1.58150, 2.43719, -1.79399)
H (1.01143, 1.76888, -1.50650)
H (1.10758, 2.66482, -2.60281)
O (-1.41787, -1.59812, 1.57924)
H (-0.47984, -1.29325, 1.76208)
H (-1.26909, -2.51855, 1.52848)
O (-1.91944, 0.51930, 3.09368)
H (-1.04862, 0.73023, 3.42671)
H (-1.82461, -0.30191, 2.58264)
O (1.73424, -2.00694, -0.85086)
H (1.36339, -2.68176, -0.25121)
H (2.59677, -1.80938, -0.45136)
O (-0.25254, -0.07156, -0.39832)
H (0.41793, -0.65642, -0.74192)
H (-0.99363, -0.59302, -0.11403)
O (0.83002, -0.63855, 2.15242)
H (0.95081, 0.13545, 2.76586)
H (1.03920, -0.26146, 1.32377)
O (-2.35236, 2.51296, 1.08039)
H (-2.15558, 1.61665, 1.35946)
H (-2.93812, 2.94128, 1.76511)

Here are the Mulliken charges for atoms 1 to 5, given in e: number 1, O, carries -0.649; number 2, H, carries 0.269; number 3, H, carries 0.437; number 4, O, carries -0.619; number 5, H, carries 0.321

# 5
H18O9 | ωB97M-V with the def2-TZVPD basis set

Output
SMILES string	O.O.O.O.O.O.O.O.O
E	-687.93243	a.u.
total charge	0
HOMO-LUMO gap	0.337	Ha
HOMO	-0.358	Eh
2S+1	1

CARTESIAN COORDINATES (ANGSTROEM)
O (-0.70715, 1.02508, 1.93159)
H (0.17284, 0.62775, 2.05360)
H (-1.31176, 0.47760, 2.44396)
O (1.95346, 0.11677, 2.42600)
H (1.92093, -0.44268, 3.20916)
H (2.20627, 0.98633, 2.75504)
O (-0.86674, -1.93501, -2.69349)
H (-1.12807, -1.40004, -3.44632)
H (-0.65654, -1.29779, -2.00080)
O (1.95555, -2.57322, -2.96643)
H (2.25173, -2.19094, -2.13035)
H (2.67299, -2.40032, -3.58135)
O (3.74082, -1.24315, -1.17142)
H (4.45305, -1.88969, -1.16038)
H (3.74562, -0.86125, -0.28859)
O (-3.05002, -1.98116, 0.07388)
H (-3.40815, -1.15881, -0.27398)
H (-2.10705, -1.81285, 0.15698)
O (-3.09387, 2.16910, -0.26086)
H (-2.37474, 2.06921, 0.36454)
H (-3.32145, 3.10151, -0.21419)
O (-0.02459, -0.19362, -0.54119)
H (0.91765, -0.06698, -0.40291)
H (-0.44976, 0.15835, 0.25458)
O (-1.51471, 3.72909, 1.72998)
H (-1.19838, 2.83311, 1.55640)
H (-0.77792, 4.15360, 2.17656)

Here are the Mulliken charges for atoms 1 to 5, given in e: number 1, O, carries -0.674; number 2, H, carries 0.368; number 3, H, carries 0.291; number 4, O, carries -0.712; number 5, H, carries 0.331

# 6
H18O9 | ωB97M-V with the def2-TZVPD basis set

Output
SMILES string	O.O.O.O.O.O.O.O.O
E	-687.93890	a.u.
total charge	0
HOMO-LUMO gap	0.390	Ha
HOMO	-0.395	Eh
2S+1	1

CARTESIAN COORDINATES (ANGSTROEM)
O (1.45504, 3.56992, -0.00566)
H (0.72957, 2.95056, -0.08524)
H (1.14741, 4.21998, 0.62602)
O (2.77536, -2.21026, 0.37145)
H (2.06178, -2.60388, -0.13064)
H (3.09352, -1.49720, -0.18221)
O (0.48554, -3.33570, -0.74799)
H (-0.15348, -3.89341, -0.30431)
H (-0.00697, -2.55105, -0.98878)
O (-1.50605, 2.54866, 0.17513)
H (-2.00790, 2.25220, 0.93439)
H (-0.84966, 1.86527, 0.03961)
O (1.15841, 0.45430, 3.95521)
H (1.29513, 1.40146, 3.97590)
H (0.50105, 0.29188, 4.63177)
O (-1.90242, -2.75732, 0.52075)
H (-1.53953, -1.92999, 0.20439)
H (-2.77511, -2.80162, 0.13000)
O (-0.77215, -1.10664, -1.71287)
H (-0.86702, -1.67120, -2.48002)
H (-1.44542, -0.43540, -1.82416)
O (0.23507, 0.58011, 0.16392)
H (0.53420, 0.29071, 1.02590)
H (0.45974, -0.14192, -0.42296)
O (-0.43271, 1.99820, -2.84775)
H (-1.02498, 2.71159, -3.08547)
H (-0.64843, 1.80082, -1.93630)

Here are the Mulliken charges for atoms 1 to 5, given in e: number 1, O, carries -0.656; number 2, H, carries 0.403; number 3, H, carries 0.285; number 4, O, carries -0.644; number 5, H, carries 0.378

# 7
H18O9Sr | ωB97M-V with the def2-TZVPD basis set

Output
E	-718.29987	a.u.
total charge	+2
HOMO-LUMO gap	0.443	Ha
HOMO	-0.676	Eh
2S+1	1

CARTESIAN COORDINATES (ANGSTROEM)
Sr (15.73847, 3.04142, -3.78942)
O (18.09157, 2.37363, -3.02589)
H (18.37945, 1.70600, -2.40330)
H (18.71743, 2.31445, -3.74771)
O (17.48857, 4.32304, -5.23838)
H (18.30682, 4.76637, -5.01442)
H (17.61330, 4.03081, -6.14131)
O (16.73361, 5.12278, -2.51814)
H (16.76144, 6.06544, -2.68198)
H (17.32088, 4.99111, -1.77382)
O (15.40751, 2.71713, -1.14446)
H (14.78515, 1.99123, -1.09991)
H (16.04829, 2.52623, -0.45948)
O (16.02266, 0.49929, -3.14646)
H (16.85923, 0.05207, -3.01848)
H (15.42682, -0.18735, -3.44601)
O (15.83220, 1.80383, -6.01256)
H (16.07000, 0.88224, -6.11432)
H (15.19436, 1.96527, -6.70779)
O (13.48760, 4.18102, -2.92237)
H (12.76484, 4.72847, -3.22921)
H (13.11573, 3.67558, -2.19954)
O (13.53881, 1.68879, -4.32920)
H (13.28910, 0.83067, -3.98638)
H (12.88463, 1.87814, -5.00183)
O (14.16929, 4.67934, -5.59827)
H (13.76025, 4.19271, -6.31388)
H (13.43518, 5.06269, -5.11831)

Here are the Mulliken charges for atoms 1 to 5, given in e: number 1, Sr, carries 1.552; number 2, O, carries -0.504; number 3, H, carries 0.248; number 4, H, carries 0.300; number 5, O, carries -0.495

# 8
H19O9 | ωB97M-V with the def2-TZVPD basis set

Output
E	-688.26267	a.u.
total charge	+1
HOMO-LUMO gap	0.394	Ha
HOMO	-0.501	Eh
2S+1	1

CARTESIAN COORDINATES (ANGSTROEM)
O (-0.54010, -2.02395, -2.81155)
H (0.74706, 0.44877, -1.30053)
H (-2.25584, 1.11826, -1.27747)
O (-2.99080, 2.19342, -0.11574)
H (-3.53786, -0.93754, 2.02146)
O (3.43397, -1.46323, -0.91052)
H (0.61998, 2.28736, 3.15846)
H (3.53534, -2.42895, -0.90959)
O (-1.04541, -1.24664, 0.32246)
H (3.78237, -1.32322, -1.82955)
H (-2.38288, 2.86383, -0.07979)
O (-2.80588, -0.45364, 1.70672)
H (1.82616, 0.69144, -0.12329)
H (-3.29497, 0.17870, 1.18155)
O (1.10362, 0.13113, -0.37209)
H (-1.71977, -0.64501, -0.15348)
H (-1.26530, -1.10226, 1.33346)
O (4.13954, 0.98598, 0.26796)
H (0.32499, -2.35713, -2.96172)
H (3.95620, 0.48643, 1.07896)
O (1.08080, 1.55866, 3.62186)
H (-0.15450, -0.72146, 0.27864)
H (4.71634, 0.55766, -0.49339)
O (-2.25426, 0.22676, -1.59721)
H (0.85164, 1.59184, 4.51220)
H (-3.88992, 2.38568, 0.03474)
H (-1.06422, -2.69944, -3.32504)
H (-1.84634, 0.11414, -2.47522)

Here are the Mulliken charges for atoms 1 to 5, given in e: number 1, O, carries -0.561; number 2, H, carries 0.313; number 3, H, carries 0.385; number 4, O, carries -0.589; number 5, H, carries 0.336

# 9
H19O9 | ωB97M-V with the def2-TZVPD basis set

Output
E	-687.65509	a.u.
total charge	+2
HOMO-LUMO gap (spin up / spin down)	0.405 / 0.103	Ha
HOMO (spin up / spin down)	-0.636 / -0.635	Eh
2S+1	2

CARTESIAN COORDINATES (ANGSTROEM)
O (-1.60595, 2.19472, -1.78160)
H (1.03910, 1.31272, -4.50442)
H (1.71394, 0.51650, 1.83449)
O (-2.63259, -0.04776, 1.35272)
H (2.37223, 3.58532, 0.89542)
O (2.87644, -0.44909, 0.61974)
H (0.21959, -3.11332, 3.21969)
H (3.33489, 0.27040, 0.23728)
O (-0.17412, -1.33056, 0.39033)
H (3.51104, -1.03705, 1.03465)
H (-3.22444, -0.52623, 0.94195)
O (2.74627, 2.84062, 0.82638)
H (1.31382, -0.19027, -4.06303)
H (3.58556, 2.96337, 0.66602)
O (0.95652, 0.59960, -3.69190)
H (-0.51613, -1.19975, -0.39411)
H (-0.76703, -1.55874, 1.07823)
O (-2.99893, -2.50900, -1.36590)
H (-1.62831, 1.49461, -2.43143)
H (-3.65063, -1.70627, -1.49206)
O (-0.54834, -2.41044, 3.02692)
H (0.42103, -0.02052, 0.73942)
H (-3.56618, -3.12683, -0.90020)
O (0.96446, 0.85269, 1.09764)
H (-0.85936, -2.24195, 3.83686)
H (-2.72913, 0.84587, 0.90242)
H (-1.84570, 2.96184, -2.45633)
H (1.69195, 1.02949, 0.38083)

Here are the Mulliken charges for atoms 1 to 5, given in e: number 1, O, carries -0.450; number 2, H, carries 0.399; number 3, H, carries 0.545; number 4, O, carries -0.435; number 5, H, carries 0.201

# 10
H19O9 | ωB97M-V with the def2-TZVPD basis set

Output
E	-687.68182	a.u.
total charge	+2
HOMO-LUMO gap (spin up / spin down)	0.393 / 0.084	Ha
HOMO (spin up / spin down)	-0.651 / -0.631	Eh
2S+1	2

CARTESIAN COORDINATES (ANGSTROEM)
O (0.71147, 3.67422, 1.09970)
H (-4.09941, 2.41751, 0.21530)
H (1.15848, 0.19494, -0.50786)
O (1.61180, -1.61774, 1.83306)
H (3.36151, -0.07357, -2.31409)
O (-1.19372, 1.88087, -2.55614)
H (1.23971, -1.25410, 2.69535)
H (-1.79292, 1.52104, -3.15589)
O (0.01389, -0.38788, 3.56149)
H (-0.10088, 0.07920, 2.75327)
H (-0.85838, -0.74870, 3.79424)
O (1.32005, -0.79743, -0.44426)
H (1.46415, -1.05992, 0.65168)
H (0.62018, -1.27748, -0.68377)
O (3.98157, -0.85373, -2.47454)
H (-1.69437, 1.99114, -1.69409)
H (3.28112, -1.47909, -2.54351)
O (-1.43947, -1.60463, 1.11973)
H (1.30405, 4.28293, 1.66373)
H (-0.91550, -2.25292, 0.49223)
O (-3.90279, 1.70925, -0.37445)
H (-4.25832, 1.87961, -1.10703)
H (-2.25397, -1.98917, 0.72908)
O (-0.79512, -2.01198, -1.62121)
H (-0.54102, -2.68235, -2.23264)
H (-1.69149, -1.85322, -1.91837)
H (0.81842, 3.89491, 0.11087)
H (2.49710, -1.51836, 1.90450)

Here are the Mulliken charges for atoms 1 to 5, given in e: number 1, O, carries -0.426; number 2, H, carries 0.335; number 3, H, carries 0.438; number 4, O, carries -0.550; number 5, H, carries 0.356

# 11
H2 | ωB97M-V with the def2-TZVPD basis set

Output
E	-0.93289	a.u.
total charge	0
HOMO-LUMO gap	0.240	Ha
HOMO	-0.359	Eh
2S+1	1

CARTESIAN COORDINATES (ANGSTROEM)
H (0.00000, 0.00000, 1.23268)
H (0.00000, 0.00000, -1.23268)

Mulliken atomic charges, in units of e: number 1, H, carries 0.000; number 2, H, carries 0.000

# 12
H20HeNeO10 | ωB97M-V with the def2-TZVPD basis set

Output
E	-896.23643	a.u.
total charge	0
HOMO-LUMO gap	0.397	Ha
HOMO	-0.402	Eh
2S+1	1

CARTESIAN COORDINATES (ANGSTROEM)
He (7.75920, 18.87178, 5.02192)
Ne (9.35193, 21.03206, 4.06435)
O (7.75672, 24.32143, 2.94120)
H (6.89213, 23.94585, 2.77490)
H (8.30864, 23.97241, 2.24135)
O (8.01790, 23.74347, 5.82384)
H (7.10216, 23.94439, 6.01689)
H (8.04356, 23.63005, 4.87372)
O (6.19663, 21.08780, 1.39883)
H (5.66757, 21.86165, 1.59246)
H (7.09584, 21.41416, 1.36504)
O (9.81160, 19.65241, 0.03950)
H (9.43171, 20.49577, 0.28581)
H (10.70635, 19.86141, -0.22877)
O (11.56808, 23.16099, 5.02766)
H (11.24896, 24.05198, 5.17100)
H (11.87674, 22.87538, 5.88753)
O (12.56535, 19.64874, 3.21820)
H (13.50107, 19.84990, 3.23245)
H (12.30808, 19.63822, 4.14011)
O (9.02232, 22.62656, 1.06395)
H (9.75154, 22.39568, 1.63942)
H (9.35046, 23.35947, 0.54300)
O (12.20308, 18.60328, 6.26378)
H (12.23360, 19.07233, 7.09762)
H (11.26927, 18.50332, 6.07869)
O (11.40926, 22.02169, 2.50855)
H (11.33208, 22.43025, 3.37074)
H (11.98326, 21.26891, 2.65022)
O (8.22165, 22.35236, 8.22792)
H (8.10703, 22.83608, 7.40994)
H (9.14054, 22.48711, 8.45968)

Here are the Mulliken charges for atoms 1 to 5, given in e: number 1, He, carries 0.018; number 2, Ne, carries -0.008; number 3, O, carries -0.686; number 4, H, carries 0.291; number 5, H, carries 0.385

Asked for ΔE to the lowest compared entry with this formula, charge and spin across the records above, the calculation gives 102.2, 63.9, 74.5, 60.5, 58.6, 54.5, 13.9, 71.6, 74.4, 57.6, 143.1, 0.0 kcal/mol in order.